# 1
{"formula": "C3H13NO4", "method": "ωB97M-V/def2-TZVPD", "species": ["C", "N", "C", "C", "O", "H", "H", "H", "H", "H", "H", "H", "O", "H", "H", "O", "H", "H", "O", "H", "H"], "xyz": [[-1.47702, 0.06855, -1.26375], [-1.48385, -0.50373, 0.06419], [-1.93037, -1.88545, 0.15439], [-1.17807, 0.19690, 1.17974], [-0.86765, 1.36965, 1.19405], [-2.15582, -0.50282, -1.87851], [-0.46222, 0.02163, -1.67722], [-1.59113, 1.14048, -1.24802], [-1.25053, -2.56216, -0.37099], [-2.86346, -1.98280, -0.40647], [-1.95591, -2.20804, 1.18594], [-1.20641, -0.47960, 2.04794], [1.91231, 2.85595, 0.42143], [1.72731, 1.92000, 0.30640], [1.05307, 3.29104, 0.40839], [1.75834, 0.06897, -1.78346], [1.43000, -0.07902, -0.88441], [2.70334, 0.20209, -1.66408], [2.46711, -0.28524, 1.03344], [3.38381, -0.39198, 1.31143], [1.98716, -0.25440, 1.86955]], "lowdin_charge": [-0.03, -0.19, -0.06, -0.35, 0.02, 0.09, 0.07, 0.09, 0.09, 0.09, 0.08, 0.13, -0.07, -0.02, 0.03, -0.07, -0.01, 0.04, -0.04, 0.06, 0.05], "e_tot_ev": -13001.8621, "mol_weight_g_mol": 127.140, "e_above_lowest_ev": 1.303, "charge": 0, "homo_lumo_gap_ev": 9.79, "e_homo_ev": -9.44}

# 2
{"formula": "C3H13NO4", "method": "ωB97M-V/def2-TZVPD", "species": ["C", "C", "C", "N", "H", "H", "H", "H", "H", "H", "H", "O", "H", "H", "O", "H", "H", "O", "H", "H", "O"], "xyz": [[-1.77370, -1.25093, -1.51163], [-0.86777, -2.12262, -0.93579], [-3.47411, -0.57645, -0.12431], [-2.36616, -0.36372, -0.68452], [-1.98366, -1.27794, -2.57690], [-0.80202, -2.12305, 0.15218], [-0.31086, -2.93022, -1.39539], [-3.92950, 0.10572, 0.58923], [-4.12318, -1.41287, -0.38186], [2.93368, 1.72893, -0.33696], [3.78327, 2.95917, -0.47795], [2.88417, 2.64951, -0.63295], [0.28366, 1.93654, -0.56485], [-0.53259, 0.67711, -0.17975], [-0.08363, 1.44733, 0.18092], [1.44672, -1.66748, 0.60165], [2.00198, -1.75209, 1.97464], [1.15285, -1.76940, 1.51506], [1.42800, 0.57060, 1.32044], [2.01999, 1.88265, 1.40350], [2.28117, 0.95306, 1.42566]], "lowdin_charge": [-0.07, 0.22, 0.14, 0.10, 0.15, 0.09, 0.11, 0.12, 0.13, 0.01, 0.05, -0.07, 0.06, -0.01, -0.03, 0.03, 0.06, -0.06, -0.03, 0.04, -0.07], "e_tot_ev": -12991.3716, "mol_weight_g_mol": 127.140, "e_above_lowest_ev": 1.360, "s_squared": 0.767, "charge": 1, "spin_multiplicity": 2, "homo_lumo_gap_ev": [8.30, 4.76], "e_homo_ev": [-13.52, -13.52]}

# 3
{"formula": "C3H13NO4", "method": "ωB97M-V/def2-TZVPD", "species": ["C", "C", "C", "N", "H", "H", "H", "H", "H", "H", "H", "O", "H", "H", "O", "H", "H", "O", "H", "H", "O"], "xyz": [[0.91160, -1.06322, -0.95782], [-0.18663, -1.57216, -1.63668], [1.63227, -2.05858, 1.09886], [1.13924, -1.18926, 0.33997], [1.46024, -0.24544, -1.42679], [-0.84636, -2.35797, -1.28231], [-0.49281, -1.15665, -2.58328], [1.58806, -1.96518, 2.17759], [2.01689, -2.98241, 0.66866], [-3.17225, -1.09975, 1.04984], [-1.68963, -0.87049, 0.96044], [-2.49385, -0.78196, 0.43759], [0.98122, 1.22503, 0.58974], [0.27551, 0.95915, 1.93141], [0.54991, 1.66022, 1.33049], [0.53536, 2.54362, -1.17066], [1.08133, 3.31012, 0.05289], [1.30706, 3.01515, -0.83371], [-1.04250, 1.93217, 0.23652], [-2.02174, 0.94020, -0.40192], [-1.53292, 1.75740, -0.58081]], "lowdin_charge": [-0.09, 0.23, 0.15, 0.09, 0.15, 0.10, 0.11, 0.12, 0.13, 0.08, 0.03, -0.04, 0.01, 0.05, -0.05, 0.01, 0.03, -0.05, 0.00, 0.00, -0.06], "e_tot_ev": -12991.6971, "mol_weight_g_mol": 127.140, "e_above_lowest_ev": 1.034, "s_squared": 0.767, "charge": 1, "spin_multiplicity": 2, "homo_lumo_gap_ev": [8.85, 5.74], "e_homo_ev": [-14.10, -14.10]}

# 4
{"formula": "C3H13NSi2", "method": "ωB97M-V/def2-TZVPD", "species": ["C", "Si", "Si", "N", "C", "C", "H", "H", "H", "H", "H", "H", "H", "H", "H", "H", "H", "H", "H"], "xyz": [[-2.49226, -1.03573, -1.09754], [-1.11798, -1.81552, 0.04544], [0.91253, -0.72211, -0.63755], [0.83332, 0.95880, 0.26180], [1.79135, 1.89988, -0.31304], [0.62707, 0.77991, 1.71352], [-2.82633, -0.07534, -0.62300], [-2.14771, -0.91452, -2.13661], [-3.55851, -1.59171, -1.08848], [-1.36634, -3.28601, 0.45543], [-1.41409, -1.22857, 1.24873], [0.67112, -0.71731, -2.07081], [2.31896, -1.06667, -0.35464], [2.16644, 1.59533, -1.18693], [1.24268, 2.82085, -0.40221], [2.69254, 2.03792, 0.21341], [0.25432, -0.27939, 1.88204], [1.56373, 1.13190, 2.12539], [-0.15083, 1.50829, 1.96503]], "lowdin_charge": [-0.33, 0.50, 0.55, -0.40, -0.17, -0.17, 0.02, -0.01, 0.06, -0.07, -0.13, -0.10, -0.07, 0.01, 0.08, 0.06, 0.02, 0.07, 0.07], "e_tot_ev": -20564.7095, "mol_weight_g_mol": 119.316, "e_above_lowest_ev": 3.433, "charge": 0, "homo_lumo_gap_ev": 9.02, "e_homo_ev": -8.17}

# 5
{"formula": "C3H13O3S", "method": "ωB97M-V/def2-TZVPD", "species": ["C", "C", "C", "S", "H", "H", "H", "H", "H", "H", "H", "H", "H", "O", "H", "H", "O", "H", "H", "O"], "xyz": [[1.64962, -0.67083, 0.94659], [0.65177, -1.62186, 0.32885], [-0.84847, -1.43891, 0.90888], [-2.03809, -0.72723, -0.09599], [2.58735, -0.84376, 0.32007], [1.45110, 0.46309, 0.82088], [1.97120, -0.76216, 1.95959], [0.79673, -2.65277, 0.60813], [0.56162, -1.57745, -0.87479], [-1.22463, -2.50004, 1.03298], [-0.63035, -0.79736, 1.85182], [1.30582, 2.92057, 0.35904], [1.77145, 4.31049, 0.94501], [1.70515, 3.39121, 1.11738], [-2.25047, -0.05714, -2.69547], [-3.71522, -0.51931, -2.33960], [-3.09510, -0.21012, -3.15687], [0.41964, 0.84996, -1.10473], [-0.79335, 0.91072, -0.22024], [-0.27579, 1.53291, -0.71154]], "lowdin_charge": [-0.17, -0.35, -0.82, 0.38, 0.07, 0.07, 0.04, 0.06, 0.12, 0.03, 0.07, 0.01, 0.00, -0.07, -0.04, 0.07, -0.20, 0.08, -0.16, -0.18], "e_tot_ev": -20299.5982, "mol_weight_g_mol": 129.201, "e_above_lowest_ev": 2.114, "charge": -1, "homo_lumo_gap_ev": 6.53, "e_homo_ev": -3.09}

# 6
{"formula": "C3H13O4", "method": "ωB97M-V/def2-TZVPD", "species": ["C", "O", "C", "C", "H", "H", "H", "H", "H", "H", "H", "H", "H", "O", "H", "H", "O", "H", "H", "O"], "xyz": [[-0.30699, -0.03076, -0.17802], [0.42659, -0.89730, 0.62505], [-1.55902, -0.77472, -0.68656], [-2.15700, 0.10717, -1.81749], [0.29195, 0.25254, -1.06212], [-0.53426, 0.86105, 0.42171], [-2.29853, -1.14900, 0.01744], [-1.12095, -1.68525, -1.09967], [-1.57150, 0.98356, -2.07542], [-3.18992, 0.39856, -1.59494], [-2.23499, -0.52196, -2.70851], [1.49965, -0.50045, 0.63363], [3.42159, -0.70023, 0.62950], [2.71067, -0.11906, 0.43026], [2.33772, 1.84904, 0.52199], [1.97819, 1.99618, -0.78390], [2.41119, 2.57596, -0.13684], [0.01673, -0.27586, 3.44301], [0.02574, -1.18169, 2.22059], [-0.14686, -1.18777, 3.20027]], "lowdin_charge": [-0.35, -0.23, -0.22, -0.13, 0.11, 0.12, 0.10, 0.10, 0.06, 0.05, 0.05, -0.01, -0.07, -0.31, 0.00, 0.00, -0.13, 0.00, -0.01, -0.12], "e_tot_ev": -11512.5751, "mol_weight_g_mol": 113.133, "e_above_lowest_ev": 0.459, "charge": -1, "homo_lumo_gap_ev": 8.48, "e_homo_ev": -4.70}